[1]
C33H46F9N7O4P2 | wB97M-V/def2-TZVPD

XYZ file:
```
101
C33H46F9N7O4P2 wB97M-V/def2-TZVPD
O -1.235 -0.516 1.239
C -1.179 0.571 0.470
C -2.547 1.504 0.238
C -2.408 2.972 0.031
C -3.738 3.889 -0.253
C -5.238 3.441 0.329
C -6.525 4.415 -0.062
C -6.305 5.775 -1.004
C -4.808 6.231 -1.565
C -3.524 5.262 -1.182
C -0.847 3.569 0.106
O -0.573 4.783 0.611
C 0.304 2.545 -0.531
C 1.529 3.237 -1.373
C 2.779 3.865 -0.474
C 3.941 4.552 -1.463
C 3.608 4.515 -3.056
N 2.462 3.940 -3.814
C 1.389 3.309 -2.994
C 0.178 1.078 -0.366
C 1.216 -0.063 -0.983
F 0.273 -1.223 -1.264
F 1.748 0.255 -2.326
C 2.268 -0.686 0.089
F 1.727 -0.694 1.501
F 2.410 -2.151 -0.256
C 3.758 -0.075 0.179
F 3.733 1.226 0.946
F 4.524 -1.001 1.102
C 4.646 -0.023 -1.189
F 6.111 -0.171 -0.847
F 4.492 1.353 -1.787
F 4.359 -1.085 -2.181
H -3.568 0.909 0.238
H -5.343 2.450 0.987
H -7.605 4.090 0.322
H -7.234 6.452 -1.286
H -4.731 7.201 -2.221
H -2.428 5.495 -1.538
H 2.855 3.818 0.692
H 4.917 5.032 -0.991
H 4.440 5.039 -3.737
H 0.439 2.859 -3.555
O 0.841 -1.499 7.610
P 1.877 -1.764 6.491
N 1.783 -3.457 6.783
C 2.842 -4.452 6.764
C 0.505 -4.074 6.413
N 3.175 -1.128 7.440
C 4.335 -1.883 7.887
C 2.839 -0.150 8.483
N 3.067 -2.069 5.203
C 3.709 -0.820 4.719
C 2.466 -2.660 3.987
H 3.240 -4.647 5.765
H 2.489 -5.415 7.154
H 3.671 -4.203 7.421
H 0.409 -4.190 5.331
H -0.344 -3.474 6.754
H 0.376 -5.061 6.872
H 4.087 -2.552 8.717
H 5.130 -1.211 8.233
H 4.797 -2.451 7.075
H 2.434 -0.636 9.375
H 2.109 0.580 8.112
H 3.717 0.435 8.782
H 2.958 -0.110 4.353
H 4.415 -1.033 3.908
H 4.300 -0.317 5.488
H 1.611 -2.070 3.641
H 2.130 -3.685 4.144
H 3.199 -2.725 3.173
O -2.962 0.910 -5.184
P -2.344 -0.509 -5.248
N -3.421 -0.938 -6.519
C -4.103 -2.200 -6.758
C -3.175 -0.250 -7.790
N -3.074 -0.973 -3.749
C -4.048 -2.040 -3.586
C -3.401 0.093 -2.794
N -1.634 -2.139 -5.320
C -0.721 -2.409 -4.180
C -0.788 -2.349 -6.517
H -3.431 -3.009 -7.053
H -4.847 -2.103 -7.558
H -4.689 -2.533 -5.907
H -2.301 -0.651 -8.307
H -3.003 0.821 -7.640
H -4.033 -0.320 -8.470
H -5.038 -1.744 -3.949
H -4.154 -2.315 -2.529
H -3.733 -2.966 -4.075
H -4.322 0.614 -3.073
H -2.585 0.823 -2.729
H -3.528 -0.302 -1.779
H 0.086 -1.668 -4.139
H -0.276 -3.407 -4.265
H -1.230 -2.405 -3.214
H -0.039 -1.556 -6.616
H -1.370 -2.384 -7.437
H -0.271 -3.316 -6.473
```

Results
**ΔE to the lowest compared entry with this formula, charge and spin**: 343.8 kcal per mole
**Orbital gap**: 5.68 eV
**Charge**: 0
**Structure (SMILES)**: O=C1C=C(c2ccccc2)C(=O)C(c2cccnc2)=C1C(F)(F)C(F)(F)C(F)(F)C(F)(F)F.CN(C)P(=O)(N(C)C)N(C)C.CN(C)P(=O)(N(C)C)N(C)C

Atomic partial charges in e from the Löwdin method, atoms 1 to 99: number 1, O, carries -0.010; number 2, C, carries -0.161; number 3, C, carries 0.041; number 4, C, carries -0.075; number 5, C, carries -0.094; number 6, C, carries -0.015; number 7, C, carries -0.062; number 8, C, carries -0.061; number 9, C, carries -0.051; number 10, C, carries 0.001; number 11, C, carries -0.126; number 12, O, carries -0.005; number 13, C, carries -0.022; number 14, C, carries -0.097; number 15, C, carries 0.034; number 16, C, carries -0.028; number 17, C, carries -0.116; number 18, N, carries -0.012; number 19, C, carries -0.044; number 20, C, carries 0.053; number 21, C, carries -0.116; number 22, F, carries -0.014; number 23, F, carries 0.024; number 24, C, carries -0.085; number 25, F, carries 0.025; number 26, F, carries 0.024; number 27, C, carries -0.067; number 28, F, carries 0.023; number 29, F, carries 0.014; number 30, C, carries -0.123; number 31, F, carries 0.031; number 32, F, carries 0.023; number 33, F, carries 0.064; number 34, H, carries 0.130; number 35, H, carries 0.097; number 36, H, carries 0.089; number 37, H, carries 0.084; number 38, H, carries 0.086; number 39, H, carries 0.092; number 40, H, carries 0.106; number 41, H, carries 0.098; number 42, H, carries 0.109; number 43, H, carries 0.132; number 44, O, carries -0.313; number 45, P, carries 0.767; number 46, N, carries -0.321; number 47, C, carries -0.134; number 48, C, carries -0.144; number 49, N, carries -0.343; number 50, C, carries -0.151; number 51, C, carries -0.148; number 52, N, carries -0.262; number 53, C, carries -0.132; number 54, C, carries -0.135; number 55, H, carries 0.068; number 56, H, carries 0.082; number 57, H, carries 0.047; number 58, H, carries 0.059; number 59, H, carries 0.069; number 60, H, carries 0.079; number 61, H, carries 0.083; number 62, H, carries 0.077; number 63, H, carries 0.070; number 64, H, carries 0.080; number 65, H, carries 0.072; number 66, H, carries 0.075; number 67, H, carries 0.083; number 68, H, carries 0.075; number 69, H, carries 0.073; number 70, H, carries 0.079; number 71, H, carries 0.060; number 72, H, carries 0.083; number 73, O, carries -0.314; number 74, P, carries 0.765; number 75, N, carries -0.321; number 76, C, carries -0.133; number 77, C, carries -0.143; number 78, N, carries -0.332; number 79, C, carries -0.144; number 80, C, carries -0.149; number 81, N, carries -0.265; number 82, C, carries -0.138; number 83, C, carries -0.137; number 84, H, carries 0.069; number 85, H, carries 0.083; number 86, H, carries 0.048; number 87, H, carries 0.059; number 88, H, carries 0.069; number 89, H, carries 0.080; number 90, H, carries 0.084; number 91, H, carries 0.080; number 92, H, carries 0.072; number 93, H, carries 0.086; number 94, H, carries 0.064; number 95, H, carries 0.061; number 96, H, carries 0.076; number 97, H, carries 0.087; number 98, H, carries 0.066; number 99, H, carries 0.088

---

[2]
C4H9N2O | wB97M-V/def2-TZVPD

XYZ file:
```
16
C4H9N2O wB97M-V/def2-TZVPD
C 1.399 -1.417 -0.120
C -2.792 -1.028 -0.088
C -0.723 -0.093 -0.528
C 1.290 0.972 0.272
N -1.720 -0.609 0.413
N 0.711 -0.332 -0.124
O 2.674 -1.554 0.112
H -2.785 -1.217 -1.204
H -3.537 -1.589 0.616
H -0.797 -0.408 -1.621
H -0.755 1.023 -0.430
H 2.352 0.964 0.337
H 0.807 1.235 1.288
H 0.990 1.647 -0.488
H 0.862 -2.348 -0.376
H 3.230 -0.811 0.400
```

Results
**ΔE to the lowest compared entry with this formula, charge and spin**: 70.0 kcal per mole
**Orbital gap**: 10.44 eV
**Charge**: +1
**Structure (SMILES)**: C=NC/[N+](C)=C/O

The net atomic charges from Löwdin, expressed in e, are: number 1, C, carries -0.105; number 2, C, carries -0.030; number 3, C, carries -0.162; number 4, C, carries 0.025; number 5, N, carries -0.021; number 6, N, carries -0.067; number 7, O, carries 0.175; number 8, H, carries 0.098; number 9, H, carries 0.127; number 10, H, carries 0.158; number 11, H, carries 0.129; number 12, H, carries 0.079; number 13, H, carries 0.164; number 14, H, carries 0.089; number 15, H, carries 0.192; number 16, H, carries 0.149

---

[3]
C4H11NS2 | wB97M-V/def2-TZVPD

XYZ file:
```
18
C4H11NS2 wB97M-V/def2-TZVPD
S -0.179 2.222 1.059
S 0.510 0.615 2.221
C 0.147 -0.894 1.265
C 0.786 -0.810 -0.160
C -0.247 -1.346 -1.164
N 0.014 -0.852 -2.515
C -0.829 -1.549 -3.489
H -1.465 1.959 0.641
H -0.926 -1.017 1.278
H 0.746 -1.633 1.794
H 1.710 -1.376 -0.161
H 1.122 0.187 -0.413
H -0.062 -2.418 -1.284
H -1.275 -1.122 -0.856
H -0.085 0.126 -2.733
H -1.887 -1.476 -3.150
H -0.575 -2.614 -3.477
H -0.761 -1.152 -4.494
```

Results
**ΔE to the lowest compared entry with this formula, charge and spin**: 26.3 kcal per mole
**Orbital gap**: 8.92 eV
**Charge**: 0
**Structure (SMILES)**: CNCCCSS

The net atomic charges from Löwdin, expressed in e, are: number 1, S, carries 0.277; number 2, S, carries 0.419; number 3, C, carries -0.543; number 4, C, carries -0.260; number 5, C, carries -0.254; number 6, N, carries -0.147; number 7, C, carries -0.148; number 8, H, carries -0.176; number 9, H, carries 0.056; number 10, H, carries 0.065; number 11, H, carries 0.104; number 12, H, carries 0.058; number 13, H, carries 0.120; number 14, H, carries 0.109; number 15, H, carries 0.097; number 16, H, carries 0.077; number 17, H, carries 0.073; number 18, H, carries 0.071

---

[4]
C19H24N4O3 | wB97M-V/def2-TZVPD

XYZ file:
```
50
C19H24N4O3 wB97M-V/def2-TZVPD
C 3.206 4.527 3.144
C 2.372 3.888 2.128
C 1.689 3.370 1.289
C 0.849 2.703 0.295
C -0.233 1.849 0.971
N 0.355 0.819 1.806
C 0.486 -0.465 1.421
O 0.319 -0.844 0.262
C 0.886 -1.394 2.483
N 1.104 -1.004 3.773
C 1.428 -2.078 4.439
N 1.435 -3.183 3.628
C 1.714 -4.501 3.913
C 1.646 -5.413 2.923
C 1.288 -5.015 1.595
C 1.013 -3.719 1.311
C 1.087 -2.756 2.354
C -1.327 1.265 0.062
O -2.331 0.803 0.569
N -1.144 1.376 -1.275
C -2.030 0.682 -2.210
C -1.814 -0.828 -2.107
O -0.479 -1.184 -2.424
C -1.774 1.241 -3.605
C -2.674 0.660 -4.688
C -2.485 1.368 -6.024
H 2.609 5.180 3.780
H 3.684 3.779 3.776
H 3.987 5.127 2.678
H 0.375 3.446 -0.350
H 1.481 2.069 -0.334
H -0.792 2.503 1.645
H 0.495 1.008 2.787
H 1.667 -2.136 5.489
H 1.974 -4.727 4.936
H 1.864 -6.447 3.145
H 1.236 -5.763 0.816
H 0.736 -3.382 0.324
H -0.200 1.512 -1.599
H -3.056 0.898 -1.902
H -2.072 -1.150 -1.096
H -2.475 -1.342 -2.806
H 0.021 -1.116 -1.597
H -1.909 2.327 -3.566
H -0.728 1.056 -3.872
H -2.463 -0.404 -4.811
H -3.720 0.737 -4.374
H -3.123 0.939 -6.798
H -2.725 2.430 -5.943
H -1.450 1.287 -6.362
```

Results
**ΔE to the lowest compared entry with this formula, charge and spin**: 65.8 kcal per mole
**Orbital gap**: 8.54 eV
**Charge**: 0
**Structure (SMILES)**: CC#CC[C@H](NC(=O)c1ncn2ccccc12)C(=O)N[C@H](CO)CCC

The net atomic charges from Löwdin, expressed in e, are: number 1, C, carries -0.105; number 2, C, carries -0.077; number 3, C, carries -0.038; number 4, C, carries -0.153; number 5, C, carries -0.206; number 6, N, carries 0.139; number 7, C, carries -0.388; number 8, O, carries 0.047; number 9, C, carries -0.151; number 10, N, carries 0.127; number 11, C, carries -0.128; number 12, N, carries 0.005; number 13, C, carries -0.041; number 14, C, carries -0.063; number 15, C, carries -0.063; number 16, C, carries 0.017; number 17, C, carries -0.116; number 18, C, carries -0.459; number 19, O, carries 0.083; number 20, N, carries 0.113; number 21, C, carries -0.291; number 22, C, carries -0.210; number 23, O, carries -0.062; number 24, C, carries -0.179; number 25, C, carries -0.264; number 26, C, carries -0.116; number 27, H, carries 0.075; number 28, H, carries 0.076; number 29, H, carries 0.076; number 30, H, carries 0.124; number 31, H, carries 0.125; number 32, H, carries 0.160; number 33, H, carries 0.136; number 34, H, carries 0.127; number 35, H, carries 0.127; number 36, H, carries 0.105; number 37, H, carries 0.106; number 38, H, carries 0.115; number 39, H, carries 0.128; number 40, H, carries 0.153; number 41, H, carries 0.116; number 42, H, carries 0.115; number 43, H, carries 0.042; number 44, H, carries 0.120; number 45, H, carries 0.120; number 46, H, carries 0.105; number 47, H, carries 0.114; number 48, H, carries 0.068; number 49, H, carries 0.071; number 50, H, carries 0.073

---

Number 1: DFT total energy -96591.810 eV, highest occupied orbital energy -8.0 eV. Number 2: DFT total energy -9312.980 eV, highest occupied orbital energy -14.3 eV. Number 3: DFT total energy -27486.123 eV, highest occupied orbital energy -8.5 eV. Number 4: DFT total energy -32195.363 eV, highest occupied orbital energy -8.2 eV.